The following is a DFT calculation (ωB97M-V/def2-TZVPD) of a 9-piece molecular cluster, C24H39NO32S7 overall.

Expectation value of S²: 0.7652
E_HOMO (alpha / beta): -2.19 / -5.66 eV
E_LUMO (alpha / beta): 1.6 / 1.6 eV
M: 1078.02 g/mol
Net charge: -1
Spin multiplicity: 2
Maximum force: 7.3 eV Å⁻¹
Kohn-Sham gap (alpha / beta): 3.766 / 7.239 eV

Atoms and positions in Å:
C 28.20 26.79 28.53
C 28.16 27.80 29.73
O 29.47 28.14 29.99
S 30.63 27.22 29.20
O 31.57 26.71 30.17
O 31.07 28.12 28.13
O 29.43 26.16 28.76
H 28.41 27.37 27.63
H 27.41 26.04 28.46
H 27.86 27.29 30.65
H 27.75 28.79 29.56
C 23.58 30.36 33.16
C 22.22 30.13 32.46
O 21.64 29.38 33.44
S 21.73 30.22 34.90
O 21.58 29.35 36.07
O 20.94 31.50 34.84
O 23.31 30.56 34.53
H 23.88 31.31 32.74
H 24.46 29.73 33.02
H 22.48 29.69 31.50
H 21.74 31.08 32.26
C 31.75 29.71 34.38
C 30.77 30.74 34.86
O 31.35 31.21 36.06
S 32.11 29.96 36.89
O 31.19 29.01 37.55
O 33.10 30.54 37.75
O 32.60 29.35 35.45
H 32.46 29.95 33.59
H 31.28 28.87 33.88
H 29.86 30.35 35.30
H 30.54 31.55 34.17
C 29.44 23.93 31.19
C 30.18 24.36 32.41
O 31.18 23.27 32.75
S 31.16 22.13 31.50
O 31.25 20.72 31.80
O 32.11 22.65 30.50
O 29.58 22.48 31.08
H 29.85 24.38 30.28
H 28.35 23.97 31.23
H 29.52 24.65 33.23
H 30.76 25.26 32.24
C 24.00 23.46 32.14
C 24.74 24.32 33.21
O 24.51 25.62 32.68
S 24.05 25.72 31.05
O 25.03 26.29 30.09
O 22.71 26.25 31.03
O 24.08 24.09 30.87
H 22.96 23.28 32.40
H 24.44 22.46 32.20
H 25.80 24.10 33.19
H 24.35 24.27 34.23
C 28.32 27.64 35.94
C 26.93 26.93 35.90
O 26.10 27.23 34.75
S 27.19 27.57 33.56
O 26.86 28.82 32.84
O 27.58 26.26 32.91
O 28.44 27.97 34.57
H 29.12 27.04 36.37
H 28.09 28.59 36.42
H 26.33 27.01 36.80
H 27.13 25.87 35.75
C 23.55 29.48 38.58
C 24.68 29.64 37.50
O 25.83 29.32 38.14
S 25.72 29.82 39.71
O 25.93 31.28 39.89
O 26.59 28.98 40.57
O 24.16 29.42 39.81
H 22.93 28.60 38.37
H 22.97 30.40 38.67
H 24.71 30.53 36.87
H 24.62 28.95 36.66
C 23.33 21.01 40.17
C 24.57 21.43 40.55
C 25.21 22.41 39.75
C 24.63 22.93 38.61
C 23.41 22.34 38.17
C 22.74 21.45 38.95
N 25.35 23.86 37.73
O 26.12 24.71 38.21
O 25.21 23.78 36.51
H 22.68 20.41 40.80
H 25.02 21.18 41.50
H 26.16 22.72 40.18
H 22.88 22.53 37.25
H 21.74 21.11 38.70
O 27.53 23.10 34.44
C 28.66 22.99 35.08
O 29.64 22.05 34.71
C 30.77 22.28 35.59
C 30.46 23.14 36.75
C 29.22 23.85 36.28
H 31.73 22.66 35.26
H 30.99 21.25 35.86
H 31.32 23.75 37.04
H 30.14 22.57 37.63
H 29.47 24.87 35.96
H 28.49 23.87 37.09

The following is a DFT calculation (ωB97M-V/def2-TZVPD) of a 3-piece molecular cluster, C24H40Br2N3O2 overall.

E_HOMO: -9.11 eV
E_LUMO: -5.8 eV
M: 562.41 g/mol
Net charge: +1
Maximum force: 10.3 eV Å⁻¹
Kohn-Sham gap: 3.351 eV

Atoms and positions in Å:
C -1.43 -6.56 7.85
C -2.43 -6.54 6.83
C -3.27 -6.45 5.39
N -2.94 -5.11 4.74
C -1.43 -4.83 4.58
C -0.82 -3.43 3.95
C -1.88 -2.26 3.46
C -1.27 -0.85 2.88
O -0.17 -0.83 2.08
O -1.94 0.43 3.29
C -3.49 -2.61 3.62
C -3.95 -4.08 4.28
C -5.57 -4.33 4.43
Br -6.57 -3.06 5.67
C -6.36 -5.38 3.72
C -8.01 -5.51 3.96
Br -5.44 -6.65 2.43
H -0.63 -6.17 8.64
H -4.41 -6.60 5.61
H -2.86 -7.33 4.70
H -0.62 -5.64 4.90
H 0.34 -3.29 3.90
H -2.25 0.34 4.26
H -4.25 -1.78 3.28
H -8.55 -4.52 3.64
H -8.28 -5.70 5.09
H -8.38 -6.40 3.25
C -0.41 3.29 -3.47
C 0.16 3.27 -2.05
N -0.82 3.66 -1.02
C -0.20 3.94 0.28
C 0.49 2.79 1.00
C -2.05 2.88 -0.98
C -1.93 1.37 -0.78
H -0.86 4.25 -3.70
H 0.40 3.11 -4.19
H -1.16 2.50 -3.61
H 0.99 3.99 -2.04
H 0.59 2.29 -1.85
H -0.96 4.37 0.95
H 0.53 4.75 0.14
H -0.23 2.09 1.42
H 1.08 3.19 1.84
H 1.18 2.25 0.35
H -2.60 3.05 -1.91
H -2.71 3.28 -0.20
H -1.18 0.92 -1.44
H -2.89 0.89 -1.02
H -1.70 1.11 0.25
C 3.59 1.40 -2.66
C 4.95 1.57 -3.34
N 4.87 1.65 -4.81
C 6.17 1.50 -5.47
C 7.23 2.56 -5.21
C 4.01 2.71 -5.35
C 4.31 4.15 -4.93
H 3.04 0.55 -3.08
H 3.73 1.22 -1.59
H 2.98 2.30 -2.77
H 5.55 0.68 -3.08
H 5.46 2.43 -2.91
H 6.01 1.42 -6.55
H 6.58 0.53 -5.18
H 7.00 3.50 -5.73
H 8.20 2.22 -5.58
H 7.35 2.78 -4.14
H 2.98 2.49 -5.06
H 4.01 2.65 -6.44
H 4.48 4.25 -3.86
H 3.46 4.79 -5.19
H 5.18 4.55 -5.46

The following is a DFT calculation (ωB97M-V/def2-TZVPD) of C24H40Cl4N4O2Pt as an isolated structure.

Expectation value of S²: 6.0134
E_HOMO (alpha / beta): 2.68 / -2.04 eV
E_LUMO (alpha / beta): 3.4 / 4.2 eV
M: 753.50 g/mol
Net charge: -2
Spin multiplicity: 5
Maximum force: 4.0 eV Å⁻¹
Kohn-Sham gap (alpha / beta): 0.737 / 6.209 eV

Atoms and positions in Å:
Pt 0.94 0.74 0.66
Cl 2.21 0.96 -1.24
C 2.27 1.66 4.30
C 1.57 1.52 2.21
N 2.19 0.83 3.18
H 1.34 3.81 4.48
N 1.11 2.69 2.66
H 2.77 1.25 5.20
C 2.58 -0.70 2.86
C 3.76 -0.97 3.75
C 1.43 -1.69 3.09
H 3.44 -0.83 4.78
H 4.11 -2.00 3.58
H 4.54 -0.27 3.46
H 3.27 -2.14 1.35
H 3.89 -0.48 1.07
H 0.53 -1.53 2.46
C 3.02 -1.05 1.41
H 1.12 -1.70 4.14
H 1.77 -2.72 2.83
H 2.22 -0.97 0.61
C 1.59 2.86 3.97
C -1.39 3.00 1.81
H -1.72 2.98 2.84
H -2.07 3.67 1.24
C 0.06 3.50 1.69
H -0.29 4.19 -0.32
C 0.23 4.92 2.12
H 1.25 5.23 1.88
H -1.56 2.01 1.36
H -0.13 2.47 -0.32
H 0.03 4.97 3.19
H -0.48 5.54 1.56
C 0.30 3.39 0.17
H 1.33 3.48 -0.16
C -0.99 -2.75 -4.58
N -0.70 -2.64 -3.20
H -2.07 -1.23 -5.84
N -1.75 -0.81 -3.77
H -0.72 -3.63 -5.10
C 0.31 -3.30 -2.05
C 0.16 -4.77 -2.37
C 1.75 -2.82 -2.15
H 0.46 -4.95 -3.42
H 0.80 -5.35 -1.69
H -0.89 -5.05 -2.21
H 0.41 -3.64 0.04
H -1.12 -2.92 -0.35
H 1.88 -1.81 -1.73
C -0.07 -2.92 -0.63
H 2.20 -2.88 -3.14
H 2.35 -3.48 -1.50
H 0.33 -1.94 -0.35
C -1.64 -1.60 -4.94
C -0.77 1.66 -3.43
H -0.34 1.73 -4.43
H -1.07 2.68 -3.16
C -2.00 0.77 -3.32
H -2.59 1.99 -1.66
C -3.10 1.15 -4.27
H -3.96 0.49 -4.08
H 0.00 1.39 -2.69
H -1.56 0.67 -1.17
H -2.74 1.05 -5.31
H -3.40 2.19 -4.07
C -2.38 0.93 -1.86
H -3.27 0.40 -1.55
C -1.61 -1.75 -2.85
Cl -4.04 -1.13 3.72
C -3.27 -1.01 2.12
Cl -3.18 -2.65 1.38
Cl -4.26 0.04 1.07
C -1.79 -0.38 2.23
O -1.36 -0.08 3.35
O -1.22 -0.25 1.07